The following is a quantum chemistry calculation of C33H60F24N9Na2O24S12 as an isolated structure in a non-equilibrium geometry, from the OMol25 dataset.

Geometry as ORCA input:
```
! RIJCOSX wB97M-V def2-TZVPD def2/J DEFGRID3
* xyz -1 1
Na -2.750 -3.114 -2.335
Na -1.427 -1.173 -4.305
C -7.771 -1.702 6.422
C -7.641 -1.765 4.886
C -6.121 -1.476 4.521
N -5.829 -1.269 2.953
C -4.369 -0.628 2.801
C -3.290 -1.687 3.109
C -3.420 -3.084 2.381
C -4.856 -3.626 2.643
C -5.889 -2.588 2.180
C -6.741 -0.320 2.308
H -7.423 -2.637 6.860
H -8.819 -1.711 6.720
H -7.427 -0.783 6.896
H -8.419 -1.058 4.598
H -7.965 -2.713 4.455
H -5.493 -2.188 5.056
H -5.863 -0.472 4.860
H -4.325 0.270 3.418
H -4.200 -0.259 1.790
H -3.333 -1.908 4.175
H -2.290 -1.268 2.995
H -2.531 -3.650 2.659
H -3.250 -2.948 1.313
H -4.971 -3.940 3.681
H -4.992 -4.428 1.918
H -6.877 -3.012 2.361
H -5.742 -2.341 1.129
H -6.718 0.592 2.906
H -7.726 -0.785 2.273
H -6.453 -0.159 1.269
C 5.767 1.984 -1.015
C 5.057 3.003 -1.996
C 3.574 3.054 -1.738
N 2.785 4.104 -2.661
C 1.301 3.942 -2.255
C 0.494 5.130 -2.856
C 0.950 6.482 -2.219
C 2.359 6.714 -2.592
C 3.305 5.540 -2.335
C 2.984 3.727 -4.184
H 5.479 2.170 0.020
H 6.831 2.135 -1.199
H 5.530 0.945 -1.243
H 5.318 2.763 -3.027
H 5.447 4.009 -1.842
H 3.442 3.244 -0.673
H 3.112 2.084 -1.922
H 1.345 3.873 -1.168
H 0.887 3.008 -2.636
H -0.509 4.834 -2.549
H 0.525 5.052 -3.943
H 0.889 6.510 -1.131
H 0.295 7.151 -2.776
H 2.672 7.644 -2.117
H 2.193 6.969 -3.639
H 3.874 5.499 -1.407
H 4.135 5.677 -3.029
H 2.398 4.481 -4.710
H 2.443 2.794 -4.346
H 4.022 3.722 -4.514
C 8.058 -5.718 -0.080
C 6.599 -5.302 -0.244
C 6.422 -3.986 -0.990
N 4.984 -3.500 -1.213
C 4.978 -2.007 -1.544
C 5.229 -1.679 -3.041
C 4.424 -2.570 -4.009
C 4.688 -4.042 -3.616
C 4.256 -4.345 -2.191
C 4.140 -3.683 0.049
H 8.224 -6.667 0.428
H 8.787 -5.045 0.371
H 8.498 -5.810 -1.073
H 6.196 -5.250 0.767
H 6.202 -6.141 -0.816
H 7.015 -3.981 -1.905
H 6.740 -3.194 -0.312
H 5.668 -1.445 -0.915
H 3.990 -1.593 -1.341
H 6.287 -1.778 -3.284
H 5.054 -0.607 -3.130
H 4.817 -2.384 -5.009
H 3.346 -2.415 -3.991
H 5.723 -4.262 -3.878
H 4.039 -4.702 -4.190
H 4.476 -5.388 -1.964
H 3.222 -4.004 -2.148
H 3.938 -4.741 0.219
H 3.211 -3.121 -0.049
H 4.636 -3.219 0.902
N -1.395 0.515 -5.875
S -1.172 1.984 -5.611
O -2.203 2.977 -5.974
O 0.243 2.442 -5.752
F -1.316 2.001 -4.000
S -1.641 0.793 -7.494
O -0.547 1.278 -8.374
O -3.071 1.029 -7.832
F -1.625 -0.830 -7.821
N 2.544 -7.065 -1.429
S 1.784 -6.888 -2.775
O 0.464 -7.594 -2.881
O 2.549 -6.715 -4.018
F 1.276 -5.409 -2.444
S 3.382 -8.404 -1.960
O 4.606 -8.170 -2.639
O 2.626 -9.522 -2.520
F 3.819 -8.936 -0.452
N -1.336 -1.179 -1.846
S -1.402 0.106 -0.968
O -0.352 1.063 -1.309
O -1.885 0.070 0.393
F -2.672 0.785 -1.776
S 0.170 -1.722 -1.238
O 0.435 -1.700 0.212
O 1.265 -1.431 -2.201
F -0.023 -3.300 -1.440
C -4.577 3.633 5.112
F -4.649 4.916 4.827
F -5.045 3.380 6.360
F -5.247 2.994 4.091
S -2.739 3.300 5.019
O -2.147 4.350 5.888
O -2.598 1.933 5.596
N -2.423 3.412 3.279
S -1.113 2.614 3.184
O -0.009 3.352 3.915
O -1.250 1.147 3.418
C -0.597 3.014 1.316
F -1.667 2.976 0.512
F 0.004 4.224 1.245
F 0.381 2.200 0.940
C -4.758 3.373 -1.870
F -5.208 4.476 -2.400
F -5.086 2.395 -2.670
F -3.471 3.319 -1.852
S -5.511 3.042 -0.109
O -6.826 2.424 -0.427
O -4.520 2.192 0.583
N -5.482 4.608 0.686
S -6.999 4.768 0.953
O -7.800 5.052 -0.245
O -7.638 3.864 1.930
C -6.837 6.559 1.770
F -5.976 7.392 1.123
F -8.043 7.149 1.780
F -6.301 6.351 3.002
C 3.796 1.711 3.217
F 3.956 2.335 2.052
F 4.612 2.234 4.154
F 2.501 1.895 3.698
S 4.317 -0.167 3.024
O 4.073 -0.502 1.610
O 5.738 -0.172 3.336
N 3.402 -0.923 4.350
S 2.262 -1.564 3.483
O 1.393 -0.642 2.733
O 2.725 -2.745 2.746
C 0.980 -2.334 4.701
F -0.053 -2.655 3.862
F 1.472 -3.379 5.393
F 0.609 -1.514 5.705
*
```

Output
maximum force = 11.5 eV/A
lowest unoccupied orbital energy = -0.08011 hartree